one.
Molecular formula: C7H6N4
Method: DFT, wB97M-V/def2-TZVPD

SMILES: N=C=Nc1cccnc1.C#N
charge: 0
HOMO: -8.9 eV
frontier orbital gap: 9.5 eV

Cartesian coordinates (Å):
C  2.2737  1.1384  0.8260
C  -1.9496  -0.3257  -0.8243
C  -0.9600  0.5875  -0.6153
C  -2.1959  -1.3707  0.0637
C  -0.3774  -0.6882  1.2529
C  0.0196  0.4160  0.4161
C  1.9613  -1.4357  -0.9416
N  3.4075  1.4489  0.8499
N  -1.3488  -1.5044  1.0432
N  2.0725  -2.4174  -0.3721
N  1.0684  1.2831  0.6850
H  -2.5178  -0.0662  -1.7188
H  -0.7145  1.4413  -1.3668
H  -3.1727  -1.8891  -0.1128
H  0.1794  -1.0215  2.1686
H  1.8791  -0.6897  -1.6941
H  4.1169  1.0683  1.4773



two.
Molecular formula: C7H6N4
Method: DFT, wB97M-V/def2-TZVPD

SMILES: Cc1nn2cc[nH]c2c1C#N
charge: 0
HOMO: -8.3 eV
frontier orbital gap: 8.8 eV

Cartesian coordinates (Å):
C  -0.7341  0.4725  -2.2777
C  -0.4862  0.1885  -0.8782
C  -1.2480  -0.5596  0.0527
C  0.8045  0.3644  -0.1579
C  1.6655  0.0656  1.8970
C  2.5853  0.7179  1.0123
C  -2.6769  -0.9938  -0.2779
N  -0.8868  0.6110  -3.4249
N  -0.6359  -0.6175  1.2514
N  0.5187  0.0536  1.1210
N  2.0679  0.8091  -0.2032
H  1.7611  0.0457  3.0207
H  3.6742  0.8745  1.2060
H  -2.5912  -1.0966  -1.3782
H  -3.0777  -1.9764  0.0716
H  -3.3487  -0.1599  -0.0448
H  2.6081  1.2008  -0.9897



three.
Molecular formula: C7H6N4
Method: DFT, wB97M-V/def2-TZVPD

SMILES: C#CC(=C)C#N.c1c[nH]nn1
charge: 0
HOMO: -9.7 eV
frontier orbital gap: 9.7 eV

Cartesian coordinates (Å):
C  -0.4361  2.4081  -1.2898
C  2.0298  -1.5161  -0.6409
C  1.0795  -2.2308  -1.3327
C  -2.4156  1.3385  -0.4308
C  0.0059  2.0666  2.0868
C  -1.2122  1.8813  -0.2233
C  -0.5989  1.9735  1.0538
N  0.2085  2.8336  -2.1360
N  1.3073  -0.5965  0.0374
N  -0.1284  -1.7166  -1.0391
N  0.0143  -0.7455  -0.2241
H  3.0936  -1.5872  -0.5898
H  1.1906  -3.0553  -2.0055
H  -2.9816  0.9283  0.3872
H  -2.8435  1.2739  -1.4166
H  1.6215  0.1313  0.6636
H  0.4834  2.1358  3.0176



Bottom line: two, by a margin of 0.766 eV.